149
Properties=species:S:1:pos:R:3:lowdin_charge:R:1 method="wB97M-V/def2-TZVPD" de_lowest_kj_mol=363.74 homo_ha=-0.3522 energy_ev=-90550.20793 e_lumo_ev=0.2 orbital_gap_ev=9.81 fmax_ha_per_bohr=0.085
O -0.439 -1.491 -6.103 -0.05
O 0.373 1.402 -5.234 -0.04
O -5.806 -2.218 -4.003 -0.07
O -3.963 -0.193 0.683 -0.06
O 3.836 -6.478 -0.661 -0.09
O -0.158 -5.705 0.128 -0.09
O -2.558 -2.088 -3.080 -0.06
O 0.283 4.733 1.327 -0.07
O -5.242 0.025 4.872 -0.06
O 3.042 3.891 2.100 -0.09
O 5.339 -0.092 -3.685 -0.07
O 2.924 -3.096 -0.800 -0.09
O 0.812 -1.487 0.597 0.27
O -1.706 -2.235 -0.062 -0.06
O 2.462 -2.146 3.188 -0.04
O 2.196 2.603 -1.491 -0.09
O 3.149 0.152 -5.294 -0.06
O -1.814 5.011 -2.174 -0.05
O 4.760 0.960 -0.961 -0.06
O -0.960 2.586 -0.199 -0.10
O 5.386 -1.812 -1.314 -0.12
O -0.090 1.524 3.597 -0.14
O -0.207 -1.277 3.136 -0.09
O -3.440 2.725 1.051 -0.06
O -5.111 -2.098 -1.186 -0.08
O -5.240 4.955 1.119 -0.09
O 2.554 2.794 4.925 -0.04
O -1.696 -6.680 -3.120 -0.04
O -2.672 -0.290 6.547 -0.05
C 1.406 2.298 5.427 -0.24
C 1.494 5.470 1.325 -0.22
C -4.078 0.876 4.912 -0.18
C 2.345 5.061 2.547 -0.20
C 4.659 2.184 -1.684 -0.23
C -0.871 3.978 -2.312 -0.22
C 0.373 -1.836 4.275 -0.22
C -3.411 3.560 2.114 -0.27
C 0.084 2.561 4.500 -0.18
C 3.050 -4.259 0.002 -0.20
C -1.423 -1.544 -3.711 -0.25
C 5.824 -1.411 -3.633 -0.21
C -2.593 -2.300 1.016 -0.20
C -0.850 -5.868 -2.254 -0.23
C 3.541 3.142 -1.260 -0.18
C -6.757 -1.800 -3.044 -0.23
C -1.330 2.699 -1.534 -0.21
C -3.049 -0.873 1.535 -0.19
C 4.211 -5.083 -0.596 -0.20
C -1.352 -2.089 -5.155 -0.22
C -6.114 -1.265 -1.751 -0.23
C -1.247 -5.953 -0.842 -0.23
C 6.466 -1.868 -2.278 -0.15
C 1.759 -1.429 4.187 -0.27
C 2.292 0.353 -4.158 -0.19
C -2.853 -0.024 5.198 -0.28
C -3.945 5.048 1.837 -0.14
C 1.300 1.459 -4.247 -0.30
B 1.290 1.426 1.064 -0.32
H -0.793 2.505 5.145 0.11
H 1.756 2.429 -4.447 0.14
H -2.486 3.422 2.673 0.12
H -0.089 2.186 -0.158 0.00
H 5.705 -1.525 -0.455 0.10
H -2.763 0.587 6.927 0.08
H 6.597 -2.943 -2.150 0.11
H 1.265 3.069 6.184 0.11
H 1.816 -0.361 3.977 0.11
H -2.766 -1.031 4.789 0.12
H 3.803 -2.874 -1.116 0.02
H -2.323 -2.951 1.848 0.12
H -1.912 0.254 4.722 0.08
H 2.409 3.197 1.904 0.00
H -2.246 -0.154 1.697 0.11
H 3.637 4.067 -1.828 0.12
H -0.509 3.825 -3.329 0.11
H -7.231 -2.735 -2.745 0.12
H 1.694 4.976 3.417 0.10
H 1.213 0.556 1.698 0.00
H 1.450 1.315 5.895 0.11
H -1.444 -6.986 -0.555 0.12
H -2.395 2.647 -1.760 0.13
H 3.416 -2.126 3.292 0.10
H -3.575 0.683 0.617 0.06
H 0.046 4.268 -1.799 0.10
H -0.503 -1.950 -3.290 0.12
H 5.630 2.676 -1.750 0.12
H 2.208 -1.584 5.168 0.13
H 4.976 0.187 -1.488 0.02
H 2.302 1.795 1.126 0.02
H 0.900 1.212 0.081 0.01
H 0.407 2.325 -5.496 0.10
H -1.340 -3.173 -5.044 0.12
H -7.474 -1.086 -3.450 0.12
H 0.038 -1.797 0.120 0.11
H -4.734 -1.596 -0.460 0.02
H -1.445 -0.455 -3.749 0.11
H 6.486 -1.538 -4.489 0.12
H 2.825 2.412 4.087 0.08
H 3.634 3.514 -0.240 0.10
H -0.042 -1.331 5.148 0.13
H 0.673 2.132 1.598 -0.01
H 0.030 -0.732 -5.748 0.03
H 0.213 -6.071 -2.383 0.13
H 1.364 6.551 1.281 0.11
H 3.186 -3.874 1.012 0.10
H 4.435 1.960 -2.726 0.09
H -1.837 5.190 -1.231 0.08
H 7.351 -1.295 -2.001 0.12
H -2.133 -2.267 -0.922 0.08
H -3.489 -1.055 2.516 0.10
H -2.327 -2.028 -5.639 0.11
H 5.193 -4.947 -0.143 0.11
H -3.834 1.192 3.898 0.10
H -2.595 -6.521 -2.824 0.08
H -5.226 4.412 0.328 0.07
H -2.539 2.648 0.726 0.04
H 2.645 0.137 -6.110 0.10
H -3.533 -2.759 0.708 0.11
H 0.279 -2.921 4.286 0.14
H 0.074 3.456 3.878 0.11
H -6.880 -1.073 -0.999 0.12
H -2.143 -5.440 -0.492 0.12
H -4.127 3.174 2.839 0.10
H -6.274 -2.930 -4.444 0.08
H -0.810 -4.796 -2.450 0.11
H -3.292 5.509 1.096 0.10
H 4.318 -6.985 -1.318 0.08
H 0.691 1.431 -3.343 0.10
H 1.944 5.283 0.350 0.11
H -5.581 -0.324 -1.884 0.12
H 2.931 0.433 -3.278 0.11
H -0.280 -0.339 3.326 0.04
H -3.240 -1.991 -3.748 0.07
H 4.953 -2.061 -3.718 0.12
H 0.944 -0.581 0.309 0.09
H 0.592 1.701 2.945 0.00
H -0.868 1.828 -2.002 0.10
H 1.862 2.243 -0.666 -0.02
H 4.595 -0.114 -4.291 0.03
H 0.602 -1.515 1.533 0.09
H 2.089 -4.758 0.130 0.10
H -5.392 -0.241 5.782 0.08
H -4.263 1.677 5.628 0.13
H -3.885 5.463 2.843 0.11
H 4.481 -4.933 -1.642 0.11
H -0.540 -5.362 0.939 0.07
H 1.722 -0.566 -4.022 0.12
H 0.505 3.819 1.135 0.02
H 3.041 5.848 2.839 0.12


162
Properties=species:S:1:pos:R:3:lowdin_charge:R:1 method="wB97M-V/def2-TZVPD" homo_ha=-0.2907 energy_ev=-129565.35703 e_lumo_ev=-0.2 orbital_gap_ev=7.75 fmax_ha_per_bohr=0.036
S 0.367 -3.942 -0.190 1.05
S 2.327 3.072 0.909 0.76
F 6.990 -2.153 -1.405 -0.04
F 1.164 0.229 3.016 -0.03
F -4.936 -2.115 2.421 -0.03
O 9.126 4.771 -3.457 -0.04
O 2.744 -4.133 4.832 -0.05
O -6.326 3.475 2.188 -0.07
O -5.176 0.487 -7.963 -0.06
O 0.522 -0.491 -4.203 -0.04
O 4.797 4.473 -2.137 -0.05
O 6.210 0.011 -4.198 -0.05
O -2.191 -1.453 -4.665 -0.07
O 5.906 -3.230 2.211 -0.05
O 3.794 6.161 1.558 -0.08
O 9.335 2.229 1.017 -0.06
O 2.631 -0.896 6.895 -0.06
O -7.025 -4.137 3.701 -0.06
O -5.422 2.312 5.092 -0.04
O -12.774 -1.117 1.976 -0.06
O -1.673 -6.158 -5.276 -0.06
O -0.612 5.271 3.544 -0.07
O -8.498 1.438 4.609 -0.05
O 2.038 2.661 -2.445 -0.07
O 0.837 3.993 -5.269 -0.05
O -3.145 5.424 -8.052 -0.06
O -2.628 2.950 -8.884 -0.06
O 3.632 3.114 -5.404 -0.06
O -3.813 -0.515 4.300 0.13
O -2.425 -9.517 -3.972 -0.06
O -2.302 0.541 -7.317 -0.07
O -0.162 5.677 6.897 -0.04
O -2.820 6.111 5.379 -0.05
O -11.552 0.945 4.258 -0.05
O 8.639 1.691 -3.078 -0.07
O -1.796 3.558 5.625 -0.08
O 0.376 -7.262 -3.175 -0.04
N -2.537 1.280 3.256 0.21
N 1.502 -2.395 1.966 0.11
C 1.844 -2.931 -0.391 -0.42
C -2.584 -3.056 -1.796 -0.02
C -4.205 -1.774 1.261 -0.28
C 2.237 -2.238 0.770 -0.21
C 3.705 0.887 1.801 -0.27
C 0.107 -2.168 1.836 -0.18
C -2.705 -1.876 1.474 -0.07
C -3.695 -5.046 -2.584 -0.09
C 3.636 -1.990 -1.667 -0.03
C -0.630 -1.278 2.656 -0.06
C -3.150 -3.781 -2.856 -0.07
C -2.576 -3.560 -0.468 -0.24
C 3.368 -1.440 0.686 -0.11
C 3.915 -0.661 1.901 -0.11
C 2.725 1.294 0.703 -0.53
C -1.986 -2.732 0.647 -0.13
C -3.128 -4.808 -0.242 -0.05
C 5.363 -0.452 -0.711 -0.06
C 6.600 -1.323 -0.333 -0.34
C -3.669 -5.515 -1.290 -0.09
C 0.156 -0.499 3.699 -0.26
C -4.656 -0.394 0.697 0.00
C -0.605 -2.847 0.864 -0.33
C 7.826 -0.449 0.028 -0.04
C 2.515 -2.820 -1.577 -0.09
C 4.088 -1.316 -0.546 -0.16
C 0.787 -1.411 4.802 -0.01
C -2.009 -1.142 2.468 0.02
B -2.847 -0.121 3.384 -0.59
H -13.365 -1.654 2.513 0.03
H 0.347 -2.413 4.715 0.10
H -4.933 -0.544 -0.361 0.08
H -10.809 1.493 4.535 0.01
H 0.524 3.087 -5.142 0.05
H -2.106 6.688 5.674 0.04
H -0.170 5.738 7.859 0.06
H -1.576 1.392 2.946 0.08
H -1.063 4.131 5.892 -0.01
H 0.771 5.735 6.663 0.06
H -12.431 -0.458 2.591 0.00
H 6.391 -0.052 -5.142 0.05
H 1.919 -1.853 2.708 0.06
H 5.439 4.113 -2.760 0.04
H -2.268 1.420 -7.729 -0.01
H 6.526 -3.744 1.681 0.05
H -1.968 3.647 -8.765 0.05
H 0.978 0.320 -3.942 0.03
H 4.141 -1.893 -2.630 0.11
H 3.120 1.087 -0.298 0.07
H 0.132 4.845 3.102 0.02
H 5.097 -3.755 2.195 0.05
H -6.897 -3.502 4.412 0.03
H 1.263 -7.636 -3.149 0.05
H 8.411 -0.293 -0.897 0.08
H 5.004 -0.831 1.909 0.10
H 9.757 5.084 -4.113 0.05
H -3.855 0.355 0.705 0.08
H -2.312 -1.164 -5.578 0.02
H -3.469 -1.284 4.773 0.11
H 1.780 0.764 0.888 0.07
H 3.394 1.241 2.798 0.10
H -8.948 0.716 5.064 0.04
H 2.740 3.255 -2.145 0.01
H -3.147 -3.321 -3.844 0.09
H -1.048 4.549 4.026 -0.01
H -5.665 -0.003 -7.292 0.05
H 1.330 3.256 -2.719 0.04
H 1.857 -1.497 4.544 0.05
H 9.482 2.179 0.065 0.03
H 8.507 -0.932 0.746 0.08
H -6.355 3.280 3.134 0.00
H -5.871 1.592 5.547 0.03
H -4.145 -5.588 -3.418 0.11
H 5.447 -0.228 -1.799 0.11
H 0.041 4.488 -5.512 0.06
H 5.252 5.220 -1.734 0.04
H -4.849 1.263 -7.493 0.03
H 3.886 6.499 2.454 0.03
H -3.823 4.925 -8.518 0.03
H 1.478 3.293 -0.126 -0.13
H 2.727 3.328 -5.630 -0.02
H -4.531 -2.509 0.510 0.13
H 9.772 1.444 1.362 0.03
H 1.098 -0.882 -4.868 0.06
H 9.217 5.392 -2.727 0.05
H 0.385 -6.586 -2.488 0.04
H 8.001 1.370 -3.728 0.00
H 8.765 2.620 -3.307 -0.01
H -4.674 1.884 4.658 0.01
H -6.419 -3.839 3.012 0.01
H 0.717 -0.975 5.795 0.07
H 3.577 2.952 -4.456 0.00
H -7.752 1.009 4.175 0.04
H 7.520 0.535 0.404 0.07
H -12.246 1.580 4.051 0.05
H -4.130 -6.493 -1.128 0.11
H 3.550 -1.046 2.867 0.10
H 6.615 -0.783 -3.825 0.04
H -2.994 0.088 -7.815 0.02
H 2.749 -0.271 7.619 0.05
H -7.225 3.745 1.976 0.03
H -5.578 -0.050 1.190 0.09
H 4.683 1.368 1.621 0.10
H -2.512 4.181 5.418 0.02
H -3.110 3.213 -9.675 0.06
H 3.245 -0.587 6.220 0.04
H -1.245 -6.855 -4.765 -0.01
H -2.138 -2.079 -1.998 0.12
H -1.737 -8.883 -3.738 0.00
H -1.452 -0.914 -4.343 0.00
H 6.392 -1.973 0.514 0.09
H 3.353 5.308 1.668 -0.06
H -0.432 0.260 4.232 0.13
H 3.434 -3.550 5.166 0.03
H -3.144 6.286 -8.482 0.05
H -2.850 -9.126 -4.742 0.03
H 2.384 -3.662 4.071 0.00
H -3.197 6.566 4.619 0.06
H -2.596 1.698 4.187 0.06
H 5.338 0.467 -0.116 0.10
H 2.170 -3.342 -2.470 0.11
H -2.063 -5.587 -4.606 0.00
H -3.159 -5.223 0.767 0.13


58
Properties=species:S:1:pos:R:3:lowdin_charge:R:1 method="wB97M-V/def2-TZVPD" charge=+2 de_lowest_kj_mol=42.81 multiplicity=2 homo_ha="-0.4878 / -0.4933" energy_ev=-338878.52211 s_squared=0.76 e_lumo_ev="-7.2 / -7.2" orbital_gap_ev="6.06 / 6.20" fmax_ha_per_bohr=0.014
Re -0.380 0.142 -0.381 1.68
I -0.046 5.070 -0.965 1.03
I 4.893 4.289 2.379 1.03
Br 5.433 -0.601 -3.667 0.90
Br -7.338 -0.317 -1.591 0.88
Br -2.667 -0.628 -4.732 0.88
Br 1.812 -6.110 0.632 0.92
O -1.335 -0.136 -1.957 -0.23
O -0.408 2.002 0.064 -0.26
N -2.417 0.127 0.350 0.01
N 1.428 0.015 -1.460 -0.04
N 0.190 -1.843 -0.037 -0.08
N 1.208 0.382 1.167 -0.02
C 3.518 1.196 2.520 0.01
C -0.522 -2.741 0.665 -0.07
C 3.279 -1.377 -2.014 -0.02
C -3.296 -0.052 -0.688 -0.14
C -2.902 0.336 1.574 -0.27
C 3.057 -0.092 2.602 0.00
C 2.081 -1.165 -1.365 -0.17
C 1.927 0.985 -2.235 -0.04
C 1.621 1.686 1.155 -0.16
C -2.697 -0.218 -1.942 -0.33
C 3.154 3.510 1.546 -0.65
C 1.909 -0.471 1.893 -0.09
C 1.387 -2.204 -0.564 -0.19
C -0.076 -4.022 0.895 -0.05
C -3.461 -0.417 -3.056 -0.60
C -4.293 0.347 1.793 0.02
C -4.869 -0.449 -2.926 -0.13
C 1.153 3.852 0.205 -0.65
C 2.367 4.319 0.772 -0.18
C 2.800 2.146 1.764 -0.19
C -5.466 -0.275 -1.709 -0.60
C 3.120 0.845 -2.914 -0.04
C 1.155 -4.394 0.367 -0.65
C -4.688 -0.063 -0.536 -0.17
C -5.175 0.146 0.768 0.03
C -1.967 0.577 2.714 -0.01
C 1.893 -3.474 -0.372 -0.02
C 3.812 -0.351 -2.791 -0.66
C 0.780 2.558 0.433 -0.41
H 2.653 5.347 0.596 0.09
H -5.471 -0.607 -3.810 0.11
H 1.567 -1.497 1.926 0.11
H -1.109 -0.092 2.668 0.06
H 3.495 1.653 -3.525 0.13
H -0.677 -4.715 1.467 0.13
H -6.242 0.147 0.949 0.10
H -1.582 1.598 2.673 0.10
H 3.803 -2.318 -1.942 0.12
H -4.651 0.518 2.798 0.13
H -2.480 0.440 3.662 0.09
H 4.425 1.492 3.033 0.08
H 3.578 -0.831 3.193 0.12
H 2.842 -3.767 -0.795 0.12
H 1.349 1.900 -2.293 0.13
H -1.475 -2.398 1.046 0.13


70
Properties=species:S:1:pos:R:3:lowdin_charge:R:1 method="wB97M-V/def2-TZVPD" charge=-1 de_lowest_kj_mol=0.00 homo_ha=-0.2121 energy_ev=-214243.29316 e_lumo_ev=1.1 orbital_gap_ev=6.85 fmax_ha_per_bohr=0.023
Lu 0.632 0.178 0.095 1.74
Br 3.687 0.584 2.255 0.82
Cl -3.727 2.173 -0.961 0.71
Cl -1.636 6.894 -2.530 0.61
S 0.158 0.709 -3.509 0.57
S 3.269 -0.380 -3.617 1.07
O 1.736 2.205 0.014 -0.12
O -0.953 1.591 -0.103 -0.20
O -0.026 1.242 7.426 0.08
O -1.973 1.770 8.162 0.08
O 0.090 -4.073 0.027 0.05
O -5.545 0.850 3.222 0.09
O 0.200 -1.895 -0.529 -0.16
O 0.979 1.434 -4.450 -0.33
O -1.105 1.261 -3.112 -0.28
O -5.810 1.259 5.314 0.07
O 0.473 0.950 2.350 -0.11
O -0.964 -0.596 1.683 -0.05
N -1.225 1.357 7.301 -0.35
N -0.836 -4.659 -5.832 0.08
N 1.990 -1.420 1.379 0.00
N 2.874 -0.328 -1.083 -0.04
N 0.980 0.406 -2.154 -0.25
N -5.123 1.077 4.331 -0.35
C 1.349 3.282 -0.426 -0.16
C 0.353 -1.182 -5.470 -0.08
C -3.651 0.992 4.534 -0.10
C -1.390 5.311 -1.808 -0.66
C 0.002 3.642 -0.798 -0.12
C 1.558 -2.681 1.229 -0.16
C -0.937 0.852 4.905 0.09
C -2.852 0.682 3.453 0.10
C -2.339 3.209 -1.115 -0.57
C -1.078 2.744 -0.643 -0.39
C 3.021 -1.186 2.175 -0.72
C -2.487 4.443 -1.677 -0.12
C -1.078 -3.069 -4.021 -0.02
C 3.159 -3.469 2.795 -0.05
C -0.585 -3.395 -5.286 -0.32
C 0.499 -2.931 0.160 -0.60
C -1.797 1.131 5.947 -0.11
C 2.107 -3.732 1.935 0.01
C 4.505 -0.964 -2.573 -0.42
C -1.480 0.619 3.651 -0.08
C -0.595 0.295 2.488 -0.63
C -0.864 -1.817 -3.489 -0.04
C -0.140 -0.869 -4.213 -0.30
C -3.163 1.217 5.802 0.07
C 0.125 -2.440 -6.009 -0.04
C 2.273 -0.058 -2.220 -0.69
C -0.163 4.916 -1.375 -0.07
C 3.647 -2.178 2.912 -0.11
C 4.120 -0.856 -1.284 -0.25
H 0.132 0.825 5.058 0.14
H -1.612 -3.813 -3.440 0.12
H 5.443 -1.329 -2.957 0.05
H -3.813 1.448 6.630 0.13
H 1.704 -4.721 1.773 0.12
H 0.511 -2.689 -6.992 0.10
H 2.104 4.072 -0.571 0.13
H -1.029 -5.381 -5.158 0.08
H -1.222 -1.594 -2.494 0.11
H 0.918 -0.440 -6.018 0.11
H 0.695 5.571 -1.478 0.11
H 3.618 -4.270 3.362 0.11
H -3.278 0.491 2.478 0.14
H 4.488 -1.936 3.546 0.10
H 4.722 -1.128 -0.427 0.10
H -3.461 4.754 -2.031 0.10
H -0.184 -4.956 -6.539 0.08